Record 1
Molecular formula: C3H2O2Pr
Method: DFT, ωB97M-V/def2-TZVPD

2S+1 = 3
Charge = +1
Max |F| = 4.476 eV/Å
Electronic energy = -21296.6795 eV
HOMO-LUMO gap (alpha / beta) = 5.964 / 6.233 eV
HOMO energy (alpha / beta) = -11.967 / -12.046 eV

Cartesian coordinates (Å):
O 0.6042 0.4029 -1.4250
C 1.1043 -0.0720 -0.2055
C 0.0209 -0.0680 0.8547
C -0.0032 -0.2438 2.1414
O -0.2650 -0.6595 3.2322
Pr -1.4275 0.9100 -0.9563
H 1.9862 0.5091 0.1249
H 1.2027 -1.2233 -0.2179

Record 2
Molecular formula: C44H50BrClIN7O12S2SiSr
Method: DFT, ωB97M-V/def2-TZVPD

Energy above the lowest of the compared OMol25 structures with the same formula, charge and spin = 38.57 kJ/mol
2S+1 = 1
Charge = -2
Max |F| = 0.576 eV/Å
Electronic energy = -202505.6569 eV
HOMO-LUMO gap = 6.377 eV
HOMO energy = -2.880 eV

Cartesian coordinates (Å):
Sr 0.4733 0.8125 -0.2652
O -0.3508 -2.8100 -5.7227
C -0.3696 -2.0080 -4.6136
C -1.0767 -2.3585 -3.4752
C -0.9988 -1.5137 -2.3772
N -0.2779 -0.4043 -2.4096
C 0.3643 -0.0341 -3.5165
C 0.3382 -0.8124 -4.6593
C 1.1059 1.3227 -3.4721
O 1.7286 1.6472 -4.4856
O 0.9684 1.9617 -2.3889
C -1.8204 -1.7455 -1.0910
O -2.9030 -2.3443 -1.2393
O -1.3593 -1.2144 -0.0558
H -0.8309 -3.6205 -5.5123
H -1.6883 -3.2504 -3.4149
H 0.8764 -0.4993 -5.5410
C -2.1780 0.2497 3.9271
C -1.1493 0.5790 2.8819
N -1.4602 0.9489 1.7040
N -2.8001 0.8687 1.3810
C -3.1488 1.0636 0.0569
N -4.1439 0.2275 -0.3490
S -2.5399 2.2602 -0.8940
C 0.2642 0.1909 3.1553
C 0.7947 0.2338 4.4409
C 2.0243 -0.3559 4.6832
C 2.6550 -1.0211 3.6512
C 2.0666 -1.0054 2.3934
N 0.9193 -0.3910 2.1472
H -2.9812 0.9877 3.9188
H -1.7447 0.1886 4.9194
H -2.6181 -0.7322 3.7174
H -3.2352 0.0364 1.7693
H -3.9697 -0.7716 -0.1791
H -4.3967 0.3846 -1.3138
H 0.2635 0.7352 5.2377
H 2.4694 -0.3094 5.6687
H 3.5926 -1.5398 3.7935
H 2.5276 -1.5300 1.5656
O 6.2700 2.1677 2.3442
C 6.5399 1.4338 1.2837
O 7.6761 1.1320 0.9833
C 5.3896 0.9948 0.4513
C 5.5022 0.1927 -0.6736
Cl 6.8448 -0.5143 -1.4414
N 4.2691 -0.0108 -1.1733
N 3.3452 0.6206 -0.4389
C 3.9909 1.2213 0.5468
C 3.1758 2.0349 1.5275
O 3.7604 2.4984 2.5322
O 1.9748 2.1746 1.2294
C 3.8820 -0.8171 -2.2963
C 3.4616 -2.1100 -2.0322
C 3.1133 -2.9316 -3.0908
C 3.2143 -2.4530 -4.3919
C 3.6275 -1.1518 -4.6346
C 3.9613 -0.3128 -3.5801
H 5.2669 2.3978 2.4107
H 3.3762 -2.4863 -1.0198
H 2.7532 -3.9308 -2.8738
H 2.9223 -3.0861 -5.2216
H 3.6491 -0.7664 -5.6455
H 4.2415 0.7178 -3.7455
Br -2.0750 7.1057 0.6842
C -1.8067 6.2840 -1.0069
C -2.5879 6.7297 -2.0654
C -2.4332 6.1589 -3.3150
C -1.4982 5.1475 -3.5029
C -0.7242 4.7093 -2.4452
C -0.8710 5.2763 -1.1734
I 0.3295 4.4724 0.3171
H -3.3127 7.5147 -1.8995
H -3.0453 6.5018 -4.1397
H -1.3745 4.6862 -4.4738
H -0.0054 3.9062 -2.5814
C -0.1623 -7.9742 -1.9748
C -0.5635 -6.7324 -1.1766
C -2.0091 -6.8532 -0.6997
C -0.4132 -5.4818 -2.0372
O 0.2335 -6.6874 -0.0076
Si 1.7110 -5.9620 0.2561
S 1.6940 -3.9450 0.2989
O 2.2291 -6.7462 1.6309
C 1.6147 -6.8414 2.9016
C 2.7431 -6.7870 3.9295
C 0.8992 -8.1908 2.9639
C 0.6224 -5.7114 3.1611
O 2.6672 -6.6426 -0.9343
C 4.0716 -6.8099 -0.9878
C 4.4255 -8.1357 -0.3125
C 4.4393 -6.8651 -2.4697
C 4.8181 -5.6605 -0.3166
H -0.7815 -8.0792 -2.8702
H -0.2874 -8.8670 -1.3582
H 0.8850 -7.9009 -2.2679
H -2.6949 -6.9610 -1.5431
H -2.2878 -5.9611 -0.1379
H -2.1104 -7.7250 -0.0499
H -1.0914 -5.5478 -2.8936
H 0.6099 -5.3841 -2.4064
H -0.6480 -4.5850 -1.4643
H 3.4704 -7.5743 3.7208
H 2.3623 -6.9207 4.9449
H 3.2497 -5.8228 3.8673
H 1.6138 -8.9979 2.7890
H 0.1355 -8.2315 2.1870
H 0.4290 -8.3430 3.9393
H 1.1112 -4.7410 3.0784
H 0.1920 -5.8188 4.1605
H -0.1864 -5.7360 2.4296
H 3.8953 -8.9534 -0.8057
H 4.1222 -8.1081 0.7336
H 5.5001 -8.3275 -0.3735
H 3.8590 -7.6476 -2.9633
H 5.5024 -7.0768 -2.6045
H 4.2125 -5.9106 -2.9466
H 4.5800 -5.6133 0.7468
H 4.5369 -4.7087 -0.7659
H 5.8968 -5.7985 -0.4272

Record 3
Molecular formula: C23H29N5ReSSi
Method: DFT, ωB97M-V/def2-TZVPD

Energy above the lowest of the compared OMol25 structures with the same formula, charge and spin = 57.17 kJ/mol
2S+1 = 4
Charge = +2
Max |F| = 0.356 eV/Å
Electronic energy = -52600.6518 eV
HOMO-LUMO gap (alpha / beta) = 6.377 / 6.263 eV
HOMO energy (alpha / beta) = -13.686 / -14.191 eV

Cartesian coordinates (Å):
Re -0.9685 -0.0774 0.0431
C 1.9821 0.3701 4.9644
C 1.1684 -0.7353 5.2000
C 0.3463 -1.2275 4.2062
C 0.3490 -0.6025 2.9593
C 1.1595 0.4948 2.7157
C 1.9772 0.9845 3.7223
N -0.4972 -1.0812 1.9018
N -1.1225 -2.1368 2.1433
C -1.9754 -2.5471 1.1197
C -2.6699 -3.7355 1.2713
C -3.5120 -4.1513 0.2480
C -3.6501 -3.3835 -0.9006
C -2.9538 -2.1874 -1.0505
C -2.1044 -1.7519 -0.0357
H 2.6180 0.7491 5.7521
H 1.1744 -1.2145 6.1689
H -0.2889 -2.0808 4.3869
H 1.1837 0.9613 1.7433
H 2.6123 1.8380 3.5306
H -2.5397 -4.3158 2.1742
H -4.0611 -5.0771 0.3472
H -4.3049 -3.7182 -1.6930
H -3.0692 -1.6203 -1.9647
C -3.6228 4.7844 -2.1647
N -3.5370 3.4214 -1.6453
C -2.5034 2.6253 -1.8134
N -1.4206 3.0402 -2.4519
S -2.6939 0.9822 -1.2187
H -4.5860 5.1962 -1.8812
H -3.5535 4.7848 -3.2536
H -2.8377 5.4075 -1.7346
H -4.3230 3.0496 -1.1316
H -1.3827 3.9553 -2.8760
H -0.6747 2.3974 -2.6667
C 2.9865 -2.2606 -0.1193
Si 1.6587 -1.7726 -1.3241
C 0.4222 -3.1526 -1.4405
C 2.2525 -1.3457 -3.0312
N 0.8287 -0.2694 -0.6744
C 1.5009 0.9780 -0.6354
C 0.7825 2.1436 -0.3281
C 1.4043 3.3737 -0.1755
C 2.7724 3.4755 -0.3716
C 3.4959 2.3356 -0.6968
C 2.8785 1.1013 -0.8182
H 3.3395 -3.2569 -0.3943
H 2.5871 -2.3244 0.8950
H 3.8547 -1.6049 -0.0975
H 0.9600 -4.0117 -1.8480
H -0.3986 -2.9355 -2.1220
H 0.0160 -3.4595 -0.4778
H 2.6626 -2.2531 -3.4796
H 3.0289 -0.5843 -3.0687
H 1.4222 -1.0195 -3.6601
H -0.3071 2.1344 -0.1789
H 0.8214 4.2456 0.0876
H 3.2690 4.4291 -0.2688
H 4.5642 2.4020 -0.8489
H 3.4791 0.2338 -1.0391

Record 4
Molecular formula: C15H27BrCl2O10P3S
Method: DFT, ωB97M-V/def2-TZVPD

Energy above the lowest of the compared OMol25 structures with the same formula, charge and spin = 0.00 kJ/mol
2S+1 = 1
Charge = -1
Max |F| = 3.761 eV/Å
Electronic energy = -170261.1863 eV
HOMO-LUMO gap = 7.834 eV
HOMO energy = -5.319 eV

Cartesian coordinates (Å):
C -2.9407 1.8020 -2.2428
C -3.7129 0.5806 -2.7639
C -2.9419 -0.7668 -2.7094
Cl -2.7101 -1.3705 -4.3976
C -1.6568 -0.7328 -1.8812
O -2.0120 -0.6683 -0.5359
P -0.6728 -1.0886 0.4982
S -0.0188 1.0433 0.2468
C 1.0102 -1.3638 1.4270
C 0.8446 -1.4120 2.9119
O 1.2890 -0.5834 3.5841
Cl -0.0369 -2.7731 3.6970
O 0.1770 -1.7310 -0.8978
C -0.6981 -1.9756 -1.9400
Br -1.7113 -3.6943 -1.7679
P 0.5354 -2.0552 -3.3834
P 1.1602 -4.1414 -3.5342
O 0.2372 -5.0446 -4.2364
O 2.6129 -4.0687 -4.2609
O 1.4507 -4.7781 -2.0680
H -2.4927 1.6529 -1.2542
H -3.6393 2.6454 -2.1246
H -2.1487 2.1505 -2.9123
H -4.6793 0.5538 -2.2502
H -3.9371 0.7710 -3.8202
H -3.6017 -1.4898 -2.2202
H -0.9791 0.0619 -2.2430
H -1.1501 -2.4075 0.7751
H -1.3670 -0.6814 1.6881
H -0.9912 1.7049 0.9196
H 1.6365 -0.5142 1.1671
H 1.5343 -2.2385 1.0218
H -0.0953 -1.7319 -4.6033
H 3.0692 -4.9084 -4.0933
H 1.0116 -5.6443 -2.0862
O -0.2247 3.1094 7.6793
C 0.2377 2.0060 7.7015
O -0.3541 0.9631 8.3402
C 0.4977 -0.1937 8.2769
C 1.4085 0.0450 7.0856
C 1.5501 1.5613 7.0889
H 1.0515 -0.2677 9.2172
H -0.1127 -1.0867 8.1580
H 2.3558 -0.4877 7.1550
H 0.9119 -0.2740 6.1680
H 2.3684 1.8948 7.7303
H 1.6664 1.9615 6.0851
O 1.4522 0.7852 -5.1358
C 1.3177 1.7424 -4.4315
O 0.4760 1.7700 -3.3712
C 0.4580 3.0826 -2.7887
C 1.7631 3.7264 -3.2233
C 1.9976 3.0883 -4.5887
H -0.4155 3.6197 -3.1679
H 0.3746 2.9948 -1.7072
H 1.7195 4.8149 -3.2443
H 2.5641 3.4353 -2.5409
H 1.5055 3.6411 -5.3908
H 3.0557 2.9658 -4.8056

What did the first record say?
Molecular formula: C3H2O2Pr
Method: DFT, ωB97M-V/def2-TZVPD

2S+1 = 3
Charge = +1
Max |F| = 4.476 eV/Å
Electronic energy = -21296.6795 eV
HOMO-LUMO gap (alpha / beta) = 5.964 / 6.233 eV
HOMO energy (alpha / beta) = -11.967 / -12.046 eV

Cartesian coordinates (Å):
O 0.6042 0.4029 -1.4250
C 1.1043 -0.0720 -0.2055
C 0.0209 -0.0680 0.8547
C -0.0032 -0.2438 2.1414
O -0.2650 -0.6595 3.2322
Pr -1.4275 0.9100 -0.9563
H 1.9862 0.5091 0.1249
H 1.2027 -1.2233 -0.2179